(1)
Here is the ion C7H7N4 with charge +1 from the Open Molecules 2025 dataset. Energies are from wB97M-V/def2-TZVPD.

The largest force on an atom comes out at 0.0107 Eh/bohr. Its gap between HOMO and LUMO is 0.370 Eh. Its energy relative to the best compared isomer or geometry (same formula, charge and spin) is 0.0 kJ/mol. For the total energy, the calculation gives -489.73780 Ha. As for the SMILES: c1ccc(-c2[nH]nc[nH+]2)nc1. The HOMO energy is -14.0 eV.

Geometry as ORCA input:
```
! RIJCOSX wB97M-V def2-TZVPD def2/J DEFGRID3
* xyz 1 1
C 2.918 0.452 0.155
C 2.449 -0.601 -0.607
C 1.081 -0.827 -0.673
C 0.262 0.029 0.045
C -1.197 -0.146 0.049
N -1.880 -1.256 0.296
N -3.220 -1.084 0.220
C -3.359 0.175 -0.056
N -2.139 0.773 -0.193
N 0.688 1.065 0.764
C 1.998 1.267 0.810
H 3.978 0.654 0.241
H 3.137 -1.240 -1.145
H 0.666 -1.635 -1.267
H -1.468 -2.147 0.535
H -4.305 0.679 -0.182
H -1.948 1.743 -0.408
H 2.338 2.100 1.416
*
```


(2)
Here is a cluster of 2 separate species, C7H7N5 in total in a non-equilibrium geometry from the Open Molecules 2025 dataset. Energies are from wB97M-V/def2-TZVPD.

The largest force on an atom comes out at 0.1209 Eh/bohr. Its gap between HOMO and LUMO is 0.361 Eh. Its energy relative to the best compared isomer or geometry (same formula, charge and spin) is 119.9 kJ/mol. For the total energy, the calculation gives -544.65389 Ha. The HOMO energy is -9.3 eV.

Geometry as ORCA input:
```
! RIJCOSX wB97M-V def2-TZVPD def2/J DEFGRID3
* xyz 0 1
C 0.166 0.068 4.894
C 0.279 0.738 -3.237
C -0.609 0.008 -2.524
C 1.454 1.154 -2.675
C -0.268 -0.280 -1.242
C 0.878 0.377 -0.638
C -0.250 -0.728 0.923
N 0.884 0.640 5.577
N 1.741 1.090 -1.397
N -0.983 -0.805 -0.172
N 0.924 -0.041 0.674
N -0.728 -0.518 4.096
H 0.083 1.083 -4.269
H -1.404 -0.308 -3.075
H 2.094 1.739 -3.307
H -1.842 -1.295 -0.391
H 1.555 0.282 1.475
H -1.356 -1.148 4.592
H -0.467 -0.602 3.216
*
```


(3)
Here is the molecule C7H7NO3 in a non-equilibrium geometry from the Open Molecules 2025 dataset. Energies are from wB97M-V/def2-TZVPD.

The largest force on an atom comes out at 0.1649 Eh/bohr. Its gap between HOMO and LUMO is 0.324 Eh. Its energy relative to the best compared isomer or geometry (same formula, charge and spin) is 426.1 kJ/mol. For the total energy, the calculation gives -551.28319 Ha. As for the SMILES: Nc1cc(C(=O)O)ccc1O. The HOMO energy is -8.7 eV.

Geometry as ORCA input:
```
! RIJCOSX wB97M-V def2-TZVPD def2/J DEFGRID3
* xyz 0 1
N 2.330 1.587 0.084
C 1.036 0.602 0.035
C -0.347 1.020 -0.242
C -1.152 -0.214 -0.283
C -2.581 -0.037 -0.049
O -3.316 -1.077 0.230
O -3.066 1.126 -0.028
C -0.549 -1.555 -0.147
C 0.721 -1.814 -0.215
C 1.466 -0.741 0.104
O 2.780 -1.003 -0.065
H 2.232 2.107 0.878
H 2.249 2.444 -0.526
H -0.963 2.033 -0.303
H -4.088 0.840 -0.168
H -1.209 -2.426 0.418
H 1.396 -2.774 -0.037
H 3.062 -0.115 0.313
*
```


Which value of gap between HOMO and LUMO does entry 2 give?
0.361 Eh


Among the records above, which one has the highest total energy?
C7H7N4


Number 3 is which compound?
C7H7NO3


Which of these has the lowest energy relative to the best compared isomer or geometry (same formula, charge and spin)?
C7H7N4